# 1
Below is C52H59N4P2Ru as an isolated structure, with properties calculated with wB97M-V/def2-TZVPD.

The frontier orbital gap (alpha / beta) is 5.39 / 3.51 eV. For the energy, the calculation gives -81975.4533 eV. For the LUMO energy (alpha / beta), the calculation gives -9.765 / -11.637 eV. For the energy above the lowest of the compared OMol25 structures with the same formula, charge and spin, the calculation gives 19.9 kcal per mole. The expectation value of S² is 6.0313. As for the HOMO energy (alpha / beta): -15.15 / -15.15 eV. As for the total charge: +3. Its spin multiplicity is 5.

The geometry in XYZ format:
```
118
Properties=species:S:1:pos:R:3:lowdin_charge:R:1
Ru -0.123 0.687 -0.172 1.11
P -2.533 1.025 -0.418 0.92
P -0.638 1.447 -2.397 0.92
N 1.702 -7.160 2.413 0.10
N 0.340 -1.632 -0.702 -0.03
N -2.191 1.904 -1.856 -0.34
N 0.632 -5.571 1.144 0.12
C 2.243 1.030 0.407 -0.02
C 1.267 5.053 -4.442 -0.02
C 0.840 0.422 2.116 -0.09
C 1.965 3.860 -4.305 -0.04
C -3.160 4.563 1.515 -0.05
C -5.112 1.022 -1.292 -0.09
C -0.404 -7.671 1.507 0.04
C 4.319 -0.833 0.769 -0.04
C -0.097 -0.696 -4.122 -0.10
C -0.014 5.186 -3.928 -0.04
C 1.472 -2.045 -1.270 -0.18
C 2.950 3.704 -0.656 -0.02
C -6.594 -0.859 -1.438 -0.03
C 1.475 2.200 0.725 -0.22
C 0.188 -1.638 3.532 -0.02
C -0.496 -3.880 -0.799 -0.19
C 0.050 -0.137 3.280 -0.51
C -4.101 4.218 2.475 -0.03
C 1.374 2.794 -3.657 -0.12
C 2.027 0.012 1.382 -0.08
C -0.191 -1.372 -5.328 -0.04
C 2.577 4.080 1.790 0.01
C -6.355 0.500 -1.595 -0.03
C 0.467 0.637 4.550 0.01
C -0.611 4.130 -3.263 -0.10
C -1.835 0.216 -6.080 -0.04
C -1.604 -4.806 -0.557 -0.03
C 2.658 -2.484 1.604 -0.03
C -1.550 -5.925 0.172 0.00
C -0.403 -6.384 0.947 -0.26
C -1.054 -0.908 -6.309 -0.03
C 0.718 -8.010 2.249 -0.09
C -4.552 2.907 2.572 -0.04
C -4.342 -1.175 -0.662 -0.08
C 1.654 -5.969 1.866 -0.18
C -1.759 0.886 -4.873 -0.07
C -4.063 1.938 1.716 -0.09
C -5.590 -1.693 -0.971 -0.04
C -1.448 0.124 3.021 -0.04
C -3.133 2.294 0.738 -0.38
C 0.084 2.929 -3.137 -0.38
C -4.097 0.181 -0.828 -0.35
C 3.620 -0.682 3.113 0.00
C 1.917 3.615 0.470 -0.53
C -0.619 -2.527 -0.485 -0.09
C -2.663 3.602 0.653 -0.11
C 3.103 -1.009 1.693 -0.50
C -0.882 0.426 -3.893 -0.34
C 0.733 4.536 0.169 -0.02
C 1.690 -3.370 -1.625 -0.01
C 0.537 1.771 1.703 -0.10
C 0.696 -4.300 -1.391 0.03
H 3.082 1.062 -0.272 0.12
H 0.318 1.708 4.441 0.09
H -1.225 -8.353 1.367 0.12
H 1.582 -2.608 1.643 0.05
H -2.035 -0.350 3.802 0.11
H -1.525 -2.154 -0.022 0.09
H -1.110 -1.420 -7.257 0.12
H -1.749 -0.315 2.059 0.05
H -4.935 2.086 -1.383 0.11
H -0.003 4.480 0.965 0.07
H 3.381 3.413 2.091 0.10
H -4.481 4.967 3.152 0.12
H 5.064 -1.576 1.038 0.11
H -4.406 0.915 1.790 0.12
H -0.555 6.110 -4.052 0.12
H 3.103 -3.040 2.424 0.10
H -2.426 -6.554 0.235 0.12
H -3.573 -1.828 -0.275 0.08
H 2.959 3.768 -4.712 0.12
H -1.935 3.860 -0.103 0.07
H 0.826 -5.332 -1.677 0.14
H -2.941 2.129 -2.510 0.08
H 2.629 -3.656 -2.075 0.13
H 4.775 0.145 0.902 0.10
H 3.005 5.068 1.641 0.11
H 2.575 3.247 -1.571 0.06
H -1.696 1.182 3.023 0.07
H 1.725 5.884 -4.951 0.12
H 0.277 4.267 -0.783 0.06
H 1.084 5.560 0.104 0.11
H 3.884 3.224 -0.375 0.10
H 2.239 -1.298 -1.436 0.10
H 1.889 1.844 -3.564 0.11
H 1.207 -1.935 3.743 0.07
H -5.784 -2.746 -0.829 0.12
H 3.885 0.371 3.192 0.10
H -0.410 -1.900 4.400 0.11
H -0.193 -2.210 2.687 0.08
H -1.606 4.241 -2.856 0.10
H 2.900 -0.921 3.887 0.07
H -0.135 0.297 5.389 0.11
H -2.362 1.770 -4.710 0.11
H -2.497 0.581 -6.851 0.12
H 0.822 -8.978 2.725 0.13
H 1.510 0.469 4.798 0.09
H 0.417 -2.247 -5.505 0.12
H -7.566 -1.267 -1.667 0.12
H 3.012 -2.925 0.676 0.08
H 3.168 4.748 -0.862 0.11
H 0.595 -1.028 -3.360 0.07
H -2.819 5.584 1.437 0.12
H 1.854 4.144 2.600 0.10
H -0.122 2.434 2.246 0.14
H 2.481 -5.293 2.020 0.10
H -2.539 -4.544 -1.038 0.12
H -7.141 1.161 -1.927 0.12
H 4.079 -0.979 -0.281 0.08
H 4.518 -1.266 3.297 0.11
H -5.288 2.648 3.317 0.12
```


# 2
Below is C18H34BrIO6 as an isolated structure, with properties calculated with wB97M-V/def2-TZVPD.

The frontier orbital gap is 9.48 eV. For the energy, the calculation gives -109642.8454 eV. For the LUMO energy, the calculation gives 0.292 eV. As for the HOMO energy: -9.19 eV. As for the total charge: 0.

The geometry in XYZ format:
```
60
Properties=species:S:1:pos:R:3:nbo_charge:R:1
I 3.580 -3.808 -1.948 0.16
Br 5.177 -0.882 -1.862 0.02
O 1.804 -5.311 0.772 -0.54
O 1.768 -0.756 -3.763 -0.55
O -4.578 2.829 1.328 -0.55
O 7.777 -3.322 -1.932 -0.49
O 0.280 1.376 1.338 -0.55
O 6.040 -3.104 -3.349 -0.58
C 2.422 -4.745 1.930 -0.07
C -4.600 4.245 1.127 -0.07
C -5.610 2.214 0.553 -0.07
C 1.417 -3.757 2.508 -0.43
C 1.243 0.437 -1.786 -0.43
C 0.089 -4.408 2.123 -0.43
C 1.033 1.356 -2.989 -0.43
C 1.233 -0.934 -2.444 -0.08
C -1.090 1.751 1.156 -0.07
C 7.261 -2.733 -2.820 0.65
C -1.575 2.267 2.501 -0.43
C -5.518 4.494 -0.062 -0.43
C 0.756 1.870 2.592 -0.06
C 0.415 -4.975 0.747 -0.07
C 1.838 0.639 -4.067 -0.07
C -6.513 3.342 0.071 -0.43
C 4.877 -2.446 -2.978 -0.11
C -0.293 2.859 3.086 -0.43
H -3.580 4.595 0.957 0.18
H 0.489 0.539 -1.011 0.23
H 0.247 -4.229 -0.038 0.16
H 3.361 -4.277 1.636 0.19
H 1.369 2.379 -2.826 0.22
H 7.719 -1.875 -3.323 0.13
H -2.390 2.976 2.406 0.23
H -1.142 2.533 0.389 0.16
H 1.737 2.322 2.445 0.18
H -5.980 5.480 -0.036 0.22
H 2.889 0.952 -4.046 0.16
H -0.108 3.848 2.660 0.20
H -5.151 1.686 -0.289 0.16
H 4.350 -2.099 -3.862 0.22
H 0.863 1.028 3.284 0.16
H -0.024 1.383 -3.262 0.20
H -1.652 0.886 0.803 0.18
H -4.961 4.404 -0.997 0.20
H -0.152 -5.214 2.818 0.20
H 1.851 -1.666 -1.927 0.19
H 2.217 0.631 -1.332 0.20
H -7.030 3.099 -0.856 0.22
H -0.161 -5.868 0.503 0.18
H -0.306 2.953 4.171 0.22
H -6.132 1.485 1.175 0.19
H -1.921 1.438 3.122 0.20
H -4.984 4.723 2.034 0.17
H -0.750 -3.714 2.102 0.22
H 1.540 -3.612 3.580 0.22
H 1.451 0.802 -5.074 0.18
H 1.515 -2.786 2.018 0.21
H 0.213 -1.328 -2.525 0.16
H 2.642 -5.550 2.639 0.16
H -7.263 3.578 0.828 0.20
```


# 3
Below is C42H44BO2P2Tm as an isolated structure, with properties calculated with wB97M-V/def2-TZVPD.

The frontier orbital gap (alpha / beta) is 7.50 / 7.55 eV. For the energy, the calculation gives -97132.2535 eV. For the LUMO energy (alpha / beta), the calculation gives -6.010 / -5.943 eV. For the energy above the lowest of the compared OMol25 structures with the same formula, charge and spin, the calculation gives 17.2 kcal per mole. The expectation value of S² is 2.0029. As for the HOMO energy (alpha / beta): -13.51 / -13.49 eV. As for the total charge: +2. Its spin multiplicity is 3.

The geometry in XYZ format:
```
92
Properties=species:S:1:pos:R:3:lowdin_charge:R:1
Tm 0.548 1.083 0.256 1.21
P -0.523 1.140 -2.170 0.98
P -1.827 0.657 1.361 0.99
O 2.519 -1.537 -0.349 0.01
O 1.517 -2.023 1.720 0.04
C -1.784 1.212 4.075 -0.07
C -1.284 1.650 5.305 -0.02
C 3.779 -3.500 -0.740 0.00
C 1.362 -0.630 -3.155 -0.09
C 3.356 -2.476 0.306 -0.51
C -1.955 0.664 -3.105 -0.38
C -0.962 1.133 2.954 -0.36
C 3.086 1.339 -4.157 -0.06
C -3.017 4.588 1.244 -0.06
C 3.503 0.001 -4.102 -0.04
C -4.841 -2.738 2.096 -0.04
C 0.978 0.727 -3.143 -0.36
C 1.743 -4.323 1.092 -0.01
C 0.373 1.607 3.028 -0.15
C -0.490 5.719 -1.423 -0.04
C 1.820 1.710 -3.697 -0.08
C -4.080 -0.212 -4.644 -0.04
C 2.477 -3.034 1.475 -0.51
C -3.876 2.121 0.205 -0.11
C -0.423 2.963 -1.957 -0.37
C -2.132 1.201 -4.392 -0.09
C -1.306 3.795 -2.650 -0.12
C 2.630 -0.982 -3.608 -0.06
C 0.428 4.905 -0.754 -0.05
C -4.141 4.523 0.423 -0.06
C -4.372 -0.362 2.038 -0.09
C -3.900 -0.734 -3.355 -0.05
C -2.592 -1.977 1.620 -0.08
C 3.221 -3.332 2.764 -0.01
C -2.803 2.184 1.119 -0.36
C -2.840 -0.298 -2.574 -0.09
C -3.029 -0.638 1.715 -0.37
C 0.498 3.520 -1.018 -0.18
C -1.363 5.155 -2.356 -0.04
C -4.569 3.293 -0.088 -0.09
C 0.084 1.958 5.431 -0.03
C 4.619 -1.785 0.818 -0.01
C -3.499 -3.014 1.798 -0.05
C -3.213 0.760 -5.156 -0.04
C 0.903 1.909 4.293 -0.05
C -5.265 -1.416 2.221 -0.05
C -2.377 3.421 1.644 -0.08
B 1.618 -1.138 0.645 -0.59
H -3.370 1.184 -6.153 0.12
H 2.932 -4.087 -1.122 0.09
H 1.020 1.883 2.128 0.05
H -4.656 5.425 0.094 0.12
H -6.310 -1.198 2.461 0.12
H -2.677 -0.680 -1.566 0.09
H -4.125 1.153 -0.237 0.11
H -1.547 3.476 2.346 0.10
H 2.523 -3.660 3.540 0.10
H -0.529 6.796 -1.215 0.13
H 5.319 -2.521 1.237 0.10
H -1.943 3.354 -3.410 0.04
H -1.949 1.744 6.162 0.12
H -4.894 -0.581 -5.264 0.12
H -1.451 1.963 -4.784 0.12
H -3.601 3.282 -2.408 0.08
H 1.026 -4.594 1.886 0.10
H 4.503 -0.287 -4.441 0.12
H 3.953 -4.133 2.611 0.11
H 2.930 -2.035 -3.580 0.12
H -3.762 3.889 -2.840 0.10
H 1.116 5.335 -0.024 0.12
H 4.375 -1.021 1.565 0.09
H 4.545 -4.165 -0.299 0.11
H 0.496 2.256 6.408 0.13
H -2.628 5.557 1.561 0.12
H 0.684 -1.390 -2.742 0.12
H -4.586 -1.486 -2.965 0.12
H 1.179 -4.225 0.152 0.10
H 1.972 2.151 4.370 0.13
H 3.765 2.093 -4.554 0.12
H -5.546 -3.559 2.228 0.12
H -5.440 3.301 -0.742 0.12
H -3.159 -4.045 1.710 0.12
H -2.114 5.780 -2.855 0.13
H 1.508 2.758 -3.718 0.11
H 3.741 -2.461 3.167 0.09
H 5.116 -1.302 -0.028 0.10
H 4.236 -2.975 -1.594 0.09
H -4.742 0.663 2.119 0.11
H -1.543 -2.181 1.387 0.10
H -2.842 0.948 3.973 0.12
H 1.399 2.956 -0.633 0.08
H 2.468 -5.141 1.008 0.10
```